This record from OMol25 describes a cluster of 3 separate species, C22H48IN4O2S2 in total in a non-equilibrium geometry. The level of theory is wB97M-V/def2-TZVPD.

Calculated values
- charge = +1
- molar mass (g mol⁻¹) = 591.690
- frontier orbital gap (eV) = 6.2

Last columns: bonded neighbours and bond lengths (Å).
Cartesian coordinates (Å):
1 C -1.6540 -6.3674 1.5377  C2 1.587, H18 1.129, H19 1.119, H20 1.119
2 C -2.6411 -5.2240 2.0251  C1 1.587, S3 1.865, H21 1.115, H22 1.131
3 S -3.0692 -4.1401 0.5694  C2 1.865, C4 1.847
4 C -1.8776 -2.7439 0.7720  S3 1.847, C5 1.549, H23 1.119, H24 1.128
5 C -1.5834 -1.9694 -0.5373  C4 1.549, N6 1.404, C13 1.440
6 N -2.3880 -1.6763 -1.6501  C5 1.404, C7 1.369, H25 1.020
7 C -1.6283 -0.9251 -2.5060  N6 1.369, N8 1.377, H26 1.113
8 N -0.3830 -0.7484 -1.9460  C7 1.377, S9 1.737, C13 1.427
9 S 0.8271 0.1948 -2.7604  N8 1.737, C10 1.841, O11 1.467, O12 1.451
10 C 1.3974 1.4717 -1.5629  S9 1.841, H27 1.117, H28 1.121, H29 1.128
11 O 0.2255 0.9435 -3.8688  S9 1.467
12 O 1.9112 -0.6054 -3.2985  S9 1.451
13 C -0.2712 -1.3919 -0.6769  C5 1.440, N8 1.427, C14 1.559
14 C 0.9465 -1.4632 0.2944  C13 1.559, C15 1.585, H30 1.125, H31 1.119
15 C 1.9687 -2.5038 -0.3270  C14 1.585, C16 1.592, H32 1.129, H33 1.121
16 C 3.3855 -2.4759 0.3990  C15 1.592, I17 2.184, H34 1.124, H35 1.117
17 I 4.3425 -4.3958 -0.0097  C16 2.184
18 H -0.7832 -5.8822 1.0080  C1 1.129
19 H -2.1816 -7.0025 0.7821  C1 1.119
20 H -1.2639 -6.9478 2.4112  C1 1.119
21 H -3.5475 -5.6052 2.5514  C2 1.115
22 H -2.0484 -4.6044 2.7620  C2 1.131
23 H -2.2367 -2.1107 1.6221  C4 1.119
24 H -0.9007 -3.2036 1.0975  C4 1.128
25 H -3.3618 -1.9580 -1.7630  N6 1.020
26 H -1.8984 -0.4859 -3.4921  C7 1.113
27 H 2.4296 1.2678 -1.1879  C10 1.117
28 H 1.2988 2.4692 -2.0654  C10 1.121
29 H 0.7189 1.4779 -0.6616  C10 1.128
30 H 0.5854 -1.8269 1.2963  C14 1.125
31 H 1.3807 -0.4459 0.4653  C14 1.119
32 H 2.1309 -2.2776 -1.4210  C15 1.129
33 H 1.5907 -3.5567 -0.2587  C15 1.121
34 H 3.9803 -1.6762 -0.1202  C16 1.124
35 H 3.2905 -2.2773 1.4941  C16 1.117
36 C -1.9036 7.4499 -5.7683  C37 1.523, H43 1.092, H44 1.092, H45 1.092
37 C -0.9802 6.2437 -5.8802  C36 1.523, N38 1.456, H46 1.094, H47 1.099
38 N -0.6920 5.6045 -4.6045  C37 1.456, C39 1.458, C41 1.455
39 C 0.3874 4.6281 -4.6830  N38 1.458, C40 1.529, H48 1.097, H49 1.095
40 C 0.1579 3.3806 -5.5376  C39 1.529, H50 1.086, H51 1.093, H52 1.091
41 C -1.8435 5.1938 -3.8154  N38 1.455, C42 1.531, H53 1.095, H54 1.095
42 C -2.8319 4.2124 -4.4513  C41 1.531, H55 1.092, H56 1.094, H57 1.091
43 H -1.4978 8.1898 -5.0745  C36 1.092
44 H -2.0058 7.9267 -6.7451  C36 1.092
45 H -2.9063 7.1722 -5.4382  C36 1.092
46 H -0.0408 6.5943 -6.3182  C37 1.094
47 H -1.4142 5.5374 -6.6013  C37 1.099
48 H 0.6620 4.3155 -3.6683  C39 1.097
49 H 1.2747 5.1420 -5.0671  C39 1.095
50 H -0.4983 2.6693 -5.0439  C40 1.086
51 H 1.1112 2.8702 -5.6994  C40 1.093
52 H -0.2527 3.6156 -6.5203  C40 1.091
53 H -2.3983 6.0934 -3.5295  C41 1.095
54 H -1.4988 4.7804 -2.8616  C41 1.095
55 H -3.0661 4.4644 -5.4873  C42 1.092
56 H -3.7736 4.2274 -3.8943  C42 1.094
57 H -2.4610 3.1872 -4.4165  C42 1.091
58 C -0.4718 -0.4009 4.1027  C59 1.524, H65 1.094, H66 1.093, H67 1.090
59 C 0.3337 -1.6498 4.4407  C58 1.524, N60 1.454, H68 1.097, H69 1.099
60 N 1.7110 -1.3762 4.8166  C59 1.454, C61 1.460, C63 1.458
61 C 2.5368 -2.5791 4.8780  N60 1.460, C62 1.529, H70 1.094, H71 1.097
62 C 2.1925 -3.6256 5.9385  C61 1.529, H72 1.090, H73 1.093, H74 1.091
63 C 1.9059 -0.4287 5.9079  N60 1.458, C64 1.530, H75 1.095, H76 1.094
64 C 1.2605 -0.7525 7.2570  C63 1.530, H77 1.092, H78 1.093, H79 1.089
65 H 0.0141 0.1759 3.3104  C58 1.094
66 H -1.4656 -0.6875 3.7485  C58 1.093
67 H -0.6129 0.2451 4.9699  C58 1.090
68 H 0.3323 -2.2888 3.5487  C59 1.097
69 H -0.1997 -2.2077 5.2223  C59 1.099
70 H 3.5850 -2.2894 4.9973  C61 1.094
71 H 2.4902 -3.0646 3.8956  C61 1.097
72 H 2.5118 -3.3149 6.9330  C62 1.090
73 H 2.7204 -4.5563 5.7151  C62 1.093
74 H 1.1271 -3.8581 5.9677  C62 1.091
75 H 1.5332 0.5481 5.5813  C63 1.095
76 H 2.9769 -0.2668 6.0579  C63 1.094
77 H 0.2352 -1.1153 7.1567  C64 1.092
78 H 1.2246 0.1506 7.8721  C64 1.093
79 H 1.8383 -1.4894 7.8137  C64 1.089

---

This record from OMol25 describes an isolated molecule of C6H10N2O in a non-equilibrium geometry. The level of theory is wB97M-V/def2-TZVPD.

Calculated values
- charge = 0
- molar mass (g mol⁻¹) = 126.159
- energy above the lowest of the compared OMol25 structures with the same formula, charge and spin (kJ/mol) = 407.6
- frontier orbital gap (eV) = 10.7
- SMILES = CCCNC(=O)CC#N

Last columns: bonded neighbours and bond lengths (Å).
Cartesian coordinates (Å):
1 C 2.6983 -1.7319 0.3557  C2 1.616, H10 1.099, H11 1.289, H12 0.899
2 C 1.7880 -0.4258 0.0791  C1 1.616, C3 1.529, H13 1.160, H14 1.113
3 C 0.3132 -0.7132 0.3643  C2 1.529, N4 1.491, H15 1.070, H16 1.174
4 N -0.4897 0.4798 -0.0315  C3 1.491, C5 1.307, H17 0.908
5 C -1.6907 0.6911 0.4380  N4 1.307, O6 1.262, C7 1.516
6 O -2.1520 -0.1567 1.2508  C5 1.262
7 C -2.5206 1.8315 -0.1193  C5 1.516, C8 1.475, H18 1.196, H19 0.895
8 C -2.4984 1.7902 -1.5938  C7 1.475, N9 1.223
9 N -2.4773 1.7298 -2.8151  C8 1.223
10 H 2.4864 -2.6266 -0.2463  C1 1.099
11 H 2.6746 -2.0197 1.6118  C1 1.289
12 H 3.5773 -1.6350 0.1926  C1 0.899
13 H 2.2404 0.5407 0.5336  C2 1.160
14 H 1.7705 -0.3158 -1.0281  C2 1.113
15 H -0.0260 -1.5000 -0.2763  C3 1.070
16 H 0.2245 -1.0445 1.4865  C3 1.174
17 H -0.2807 1.0436 -0.7112  N4 0.908
18 H -3.5942 1.5402 0.3200  C7 1.196
19 H -2.0433 2.5224 0.1891  C7 0.895

---

This record from OMol25 describes a cluster of 3 separate species, C18H22F8O5P2S in total in a non-equilibrium geometry. The level of theory is wB97M-V/def2-TZVPD.

Calculated values
- charge = 0
- molar mass (g mol⁻¹) = 564.368
- frontier orbital gap (eV) = 8.3
- SMILES = FC(F)(F)OC[PH2]([PH2]=S)C(F)(F)c1cccc(C(F)(F)F)c1.O=C1CCCO1.O=C1CCCO1

Last columns: bonded neighbours and bond lengths (Å).
Cartesian coordinates (Å):
1 F 4.2881 2.0779 1.3462  C2 1.377
2 C 2.9265 1.8698 1.3515  F1 1.377, F3 1.379, F4 1.361, O5 1.372
3 F 2.5877 1.7808 2.6850  C2 1.379
4 F 2.5870 0.6739 0.7986  C2 1.361
5 O 2.2390 2.9456 0.8479  C2 1.372, C6 1.439
6 C 1.9753 2.8416 -0.5627  O5 1.439, P7 1.892, H23 1.128, H24 1.129
7 P 0.3471 1.9914 -1.0167  C6 1.892, P8 2.259, C10 1.914, H25 1.434, H26 1.442
8 P 1.3857 1.1281 -2.8270  P7 2.259, S9 1.973, H27 1.431, H28 1.441
9 S 2.3326 -0.5459 -2.3852  P8 1.973
10 C -0.6161 2.7029 0.4763  P7 1.914, F11 1.411, F12 1.401, C13 1.583
11 F -0.4111 1.9798 1.6708  C10 1.411
12 F -0.4509 4.0823 0.6567  C10 1.401
13 C -2.1557 2.5105 0.1600  C10 1.583, C14 1.477, C22 1.470
14 C -3.0546 3.6810 0.0965  C13 1.477, C15 1.465, H29 1.116
15 C -4.4823 3.4687 -0.1572  C14 1.465, C16 1.473, H30 1.116
16 C -5.0293 2.1152 -0.3515  C15 1.473, C17 1.452, H31 1.117
17 C -4.1441 0.9657 -0.3028  C16 1.452, C18 1.556, C22 1.453
18 C -4.7013 -0.4770 -0.4774  C17 1.556, F19 1.365, F20 1.392, F21 1.369
19 F -4.3274 -1.0562 -1.6560  C18 1.365
20 F -4.1796 -1.2526 0.5543  C18 1.392
21 F -6.0609 -0.4698 -0.3180  C18 1.369
22 C -2.7279 1.1730 -0.0519  C13 1.470, C17 1.453, H32 1.114
23 H 1.9906 3.8392 -1.0888  C6 1.128
24 H 2.8086 2.2527 -1.0465  C6 1.129
25 H -0.0230 0.6478 -0.6789  P7 1.434
26 H -0.5471 2.6722 -1.9202  P7 1.442
27 H 0.4958 0.9837 -3.9389  P8 1.431
28 H 2.4156 2.0364 -3.2631  P8 1.441
29 H -2.6840 4.7209 0.2626  C14 1.116
30 H -5.2260 4.3005 -0.1873  C15 1.116
31 H -6.1283 1.9942 -0.5131  C16 1.117
32 H -2.0171 0.3166 -0.0095  C22 1.114
33 O -5.5101 -6.5613 3.9501  C34 1.198
34 C -4.9736 -5.8189 3.1787  O33 1.198, C35 1.510, O38 1.359
35 C -3.5087 -5.4506 3.1727  C34 1.510, C36 1.519, H39 1.092, H40 1.088
36 C -3.4911 -4.2245 2.2763  C35 1.519, C37 1.515, H41 1.090, H42 1.093
37 C -4.6633 -4.4828 1.3525  C36 1.515, O38 1.435, H43 1.094, H44 1.089
38 O -5.6127 -5.2146 2.1421  C34 1.359, C37 1.435
39 H -2.9366 -6.2766 2.7455  C35 1.092
40 H -3.1591 -5.2214 4.1773  C35 1.088
41 H -2.5493 -4.0799 1.7467  C36 1.090
42 H -3.6811 -3.3296 2.8748  C36 1.093
43 H -4.3853 -5.0928 0.4885  C37 1.094
44 H -5.1167 -3.5579 0.9996  C37 1.089
45 O 6.5581 -0.5320 -3.9701  C46 1.197
46 C 6.6737 -0.1400 -2.8452  O45 1.197, C47 1.510, O50 1.362
47 C 6.3974 -0.9361 -1.5923  C46 1.510, C48 1.518, H51 1.092, H52 1.088
48 C 6.3248 0.1488 -0.5335  C47 1.518, C49 1.515, H53 1.090, H54 1.093
49 C 7.2456 1.2127 -1.0949  C48 1.515, O50 1.435, H55 1.093, H56 1.090
50 O 7.1235 1.1037 -2.5203  C46 1.362, C49 1.435
51 H 7.2285 -1.6223 -1.4164  C47 1.092
52 H 5.4592 -1.4816 -1.6735  C47 1.088
53 H 6.6134 -0.1881 0.4624  C48 1.090
54 H 5.3042 0.5349 -0.4750  C48 1.093
55 H 8.2908 1.0449 -0.8209  C49 1.093
56 H 6.9552 2.2149 -0.7791  C49 1.090